{"formula": "C25H37Cl3N7O4PS5SbSiTc", "method": "ωB97M-V with the def2-TZVPD basis set", "de_lowest_ev": 1.149, "e_homo_ha": -0.4902, "homo_lumo_gap_ev": 6.70, "charge": 2, "elements": ["Tc", "S", "Sb", "S", "S", "S", "N", "C", "C", "C", "N", "H", "H", "H", "H", "C", "N", "C", "N", "C", "N", "C", "P", "C", "C", "H", "H", "H", "H", "H", "H", "H", "H", "H", "H", "H", "H", "C", "C", "C", "C", "C", "C", "O", "N", "C", "O", "N", "C", "O", "H", "H", "H", "H", "H", "H", "H", "H", "H", "H", "H", "Cl", "Si", "Cl", "Cl", "C", "C", "C", "C", "C", "C", "C", "S", "C", "O", "H", "H", "H", "H", "H", "H", "H", "H", "H", "H"], "xyz": [[-0.17005, 0.18714, 0.19400], [-1.07848, -1.41950, -3.27191], [0.19737, -1.67526, -5.44838], [0.34553, -0.40349, -2.15857], [-0.16258, 1.46765, -1.92791], [2.23392, -1.08681, -4.86061], [-0.38774, 1.17249, 3.20308], [-0.52512, 0.83150, 4.49159], [-0.59422, -0.53760, 4.54283], [-0.51746, -0.93707, 3.20956], [-0.38135, 0.10101, 2.38293], [-0.44336, 2.10059, 2.83357], [-0.56230, 1.58232, 5.26707], [-0.70770, -1.16585, 5.41187], [-0.58144, -1.93935, 2.83046], [0.64715, -5.30204, -0.17757], [1.67868, -4.40265, -0.69112], [2.74429, -4.29184, 0.30341], [2.25442, -3.81238, 1.59593], [1.17475, -4.68652, 2.06445], [0.08684, -4.83475, 1.09160], [-0.70443, -3.62737, 0.92660], [0.37016, -2.19170, 0.37867], [1.13422, -3.11513, -1.07492], [1.83304, -2.42309, 1.53266], [1.09664, -6.27962, -0.01246], [-0.15109, -5.40767, -0.91317], [3.51711, -3.61339, -0.06301], [3.18612, -5.27686, 0.44374], [0.77421, -4.29465, 3.00065], [1.59145, -5.67285, 2.25701], [-1.24003, -3.40774, 1.85183], [-1.45224, -3.79160, 0.14830], [1.91348, -2.50213, -1.52452], [0.35349, -3.26541, -1.81885], [1.60465, -2.06516, 2.53136], [2.64981, -1.81032, 1.14424], [-0.74053, 4.73831, 3.65816], [-0.69865, 5.53618, 2.35357], [-0.00431, 4.80940, 1.18489], [-0.22871, 5.65009, -0.11549], [0.55660, 5.22410, -1.35423], [1.48283, 4.77654, 1.44459], [2.13083, 5.66663, 1.90279], [2.16040, 3.58357, 1.04789], [1.51643, 2.46354, 0.70100], [2.18394, 1.36667, 0.36488], [0.21859, 2.31407, 0.71543], [-0.61995, 3.43032, 0.99620], [-1.79760, 3.24696, 1.11708], [-1.10070, 5.36914, 4.47049], [0.26055, 4.38925, 3.94813], [-1.42491, 3.88876, 3.58612], [-0.14792, 6.46180, 2.51228], [-1.70695, 5.79503, 2.03516], [0.02967, 6.67625, 0.14700], [-1.30045, 5.61546, -0.31432], [1.63650, 5.32914, -1.21482], [0.28028, 5.85751, -2.19721], [0.34075, 4.19343, -1.64453], [3.16930, 3.62668, 1.07947], [3.79791, -0.44943, -1.28148], [3.84280, 1.06494, 0.02157], [4.65973, 0.58213, 1.77933], [4.66021, 2.70188, -0.78900], [-5.45001, 0.48733, 5.33630], [-4.76459, 0.34033, 4.00253], [-4.15414, -0.85736, 3.63369], [-3.47387, -0.97057, 2.43256], [-3.41438, 0.12293, 1.57597], [-4.04664, 1.31368, 1.90096], [-4.71725, 1.41023, 3.10931], [-2.53089, 0.06655, 0.02960], [-3.27834, -1.43001, -0.58878], [-3.01528, 1.16607, -0.81353], [-5.51326, -0.46410, 5.86304], [-6.45986, 0.88408, 5.21921], [-4.89923, 1.18862, 5.96782], [-4.22293, -1.71620, 4.29266], [-3.02074, -1.91907, 2.16350], [-4.02887, 2.13617, 1.19828], [-5.23132, 2.33247, 3.35748], [-4.35178, -1.24120, -0.58374], [-3.02678, -2.27957, 0.04695], [-2.92304, -1.58298, -1.59895]]}

---

{"formula": "C25H37ClN3O4S", "method": "ωB97M-V with the def2-TZVPD basis set", "e_homo_ha": -0.3949, "homo_lumo_gap_ev": 6.25, "charge": 1, "elements": ["C", "C", "C", "C", "C", "C", "O", "O", "C", "C", "N", "C", "Cl", "C", "C", "C", "C", "C", "C", "C", "C", "C", "C", "S", "C", "N", "N", "C", "O", "H", "H", "H", "H", "H", "H", "H", "H", "H", "H", "H", "H", "H", "H", "H", "H", "H", "H", "H", "H", "H", "H", "H", "H", "H", "H", "H", "H", "H", "C", "C", "C", "O", "C", "H", "H", "H", "H", "H", "H", "H", "H"], "xyz": [[-2.55491, 2.82778, -1.70735], [-1.32544, 3.33881, -1.41059], [-0.48714, 2.92030, -0.21862], [-1.26057, 2.05816, 0.74349], [-2.35952, 2.63162, 1.40532], [-2.81989, 4.06163, 1.25221], [-3.98112, 4.26986, 1.21107], [-1.93922, 5.07901, 1.19206], [-3.11754, 1.85997, 2.27590], [-2.75050, 0.55611, 2.49149], [-1.68982, -0.00107, 1.87975], [-1.40199, -1.40330, 2.24064], [-2.72875, -2.39741, 1.54753], [-1.31480, -1.63832, 3.76444], [0.08779, -2.15927, 4.12156], [-0.94381, 0.70850, 0.98598], [0.19962, 0.01446, 0.29300], [-0.20776, -1.13172, -0.63866], [1.03622, -1.98113, -0.97519], [1.43285, -2.86896, 0.20170], [2.55931, -3.85645, -0.11781], [3.25607, -4.27562, 1.19887], [3.63403, -5.76001, 1.25409], [3.68309, -6.37749, 2.96529], [5.21830, -5.79797, 3.52694], [5.92092, -6.27312, 4.50173], [7.03693, -5.47607, 4.57946], [6.95840, -4.59384, 3.64930], [5.80129, -4.73481, 2.93837], [-2.71629, 1.77668, -1.93998], [-3.43501, 3.46208, -1.72841], [-0.90411, 4.07444, -2.09160], [0.45341, 2.47782, -0.54118], [-0.21618, 3.84578, 0.27351], [-1.28868, 5.01127, 1.90405], [-3.98284, 2.24403, 2.78894], [-3.32593, -0.05815, 3.16342], [-0.48694, -1.76311, 1.80010], [-1.46098, -0.72396, 4.33076], [-2.01968, -2.42176, 4.01562], [0.33855, -3.06410, 3.57623], [0.83243, -1.37914, 3.97029], [0.08472, -2.35661, 5.19023], [0.79423, 0.70322, -0.28524], [0.85085, -0.34861, 1.09007], [-0.62562, -0.76702, -1.57495], [-0.92867, -1.82063, -0.21071], [1.86298, -1.29567, -1.17764], [0.86047, -2.58085, -1.86360], [0.54671, -3.44048, 0.49687], [1.75236, -2.28174, 1.06447], [2.16067, -4.73372, -0.62158], [3.30782, -3.37729, -0.74789], [2.53472, -4.11489, 2.00210], [4.10845, -3.63826, 1.41237], [4.61585, -5.91552, 0.81567], [2.89346, -6.35629, 0.73247], [7.67587, -3.83007, 3.42764], [-2.54098, 4.33596, -6.63844], [-2.37302, 5.79594, -6.22890], [-2.54794, 5.71679, -4.71963], [-2.06456, 4.42636, -4.32095], [-1.86997, 3.61001, -5.48192], [-2.09652, 4.09529, -7.60231], [-3.60188, 4.08003, -6.67872], [-1.36532, 6.13831, -6.47388], [-3.08472, 6.46997, -6.70152], [-3.60305, 5.79031, -4.43704], [-1.99273, 6.48979, -4.18745], [-0.79298, 3.50442, -5.65161], [-2.29101, 2.61971, -5.30162]]}

---

{"formula": "C25H37N6O3", "method": "ωB97M-V with the def2-TZVPD basis set", "de_lowest_ev": 0.142, "e_homo_ha": -0.3913, "homo_lumo_gap_ev": 7.40, "charge": 1, "elements": ["C", "H", "H", "C", "C", "C", "C", "C", "C", "H", "H", "C", "N", "C", "C", "C", "C", "C", "H", "H", "H", "C", "O", "N", "C", "C", "N", "H", "C", "H", "C", "C", "H", "H", "H", "H", "H", "N", "C", "N", "C", "O", "H", "N", "C", "O", "C", "C", "H", "H", "H", "C", "H", "H", "H", "H", "H", "H", "H", "H", "H", "H", "H", "H", "H", "H", "H", "H", "H", "H", "H"], "xyz": [[8.55525, 0.48397, 2.46320], [9.35053, 1.17726, 2.72452], [8.95921, -0.25787, 1.77772], [7.38867, 1.22577, 1.82233], [6.26067, 0.26866, 1.44254], [5.01502, 0.97004, 0.89695], [5.24197, 1.59205, -0.47984], [4.02460, 2.34137, -1.02446], [2.76396, 1.49497, -1.20667], [2.42148, 1.10982, -0.24618], [1.96920, 2.12973, -1.60416], [2.99415, 0.32360, -2.17073], [1.74959, -0.38814, -2.38148], [1.37474, -1.31729, -1.50754], [0.12864, -1.91981, -1.58114], [-0.70014, -1.61538, -2.65817], [-0.27548, -0.66204, -3.57273], [0.94456, -0.04568, -3.39552], [1.29436, 0.72366, -4.06701], [-0.89238, -0.38844, -4.41357], [-1.65736, -2.09981, -2.77154], [-0.18927, -2.99260, -0.57601], [0.61035, -3.89238, -0.40053], [-1.38125, -2.91480, 0.04705], [-2.26365, -1.81414, 0.02694], [-3.61992, -2.06416, 0.24261], [-4.08364, -3.31316, 0.40021], [-5.06757, -3.42388, 0.58076], [-3.20351, -4.45495, 0.40693], [-3.60861, -5.22002, 1.07080], [-1.80946, -4.02991, 0.88877], [-1.79607, -3.64561, 2.36438], [-2.51871, -2.86110, 2.57603], [-2.03421, -4.51365, 2.97215], [-0.80687, -3.29205, 2.64309], [-1.09643, -4.84082, 0.71514], [-3.12622, -4.88054, -0.60221], [-4.53963, -1.07012, 0.31487], [-4.11417, 0.15356, 0.21427], [-2.81798, 0.48008, 0.04705], [-1.79560, -0.46698, -0.01439], [-0.63086, -0.09147, -0.11944], [-2.57918, 1.47649, 0.02056], [-5.05301, 1.15236, 0.29017], [-4.82817, 2.50995, 0.19759], [-3.71963, 2.96451, 0.02008], [-6.07325, 3.35697, 0.33180], [-7.06116, 3.05529, -0.79778], [-7.89303, 3.75236, -0.74407], [-6.58317, 3.17048, -1.76770], [-7.46204, 2.04650, -0.72432], [-6.71713, 3.16245, 1.70663], [-7.11502, 2.15701, 1.82720], [-7.53795, 3.86505, 1.82246], [-5.99586, 3.34885, 2.49863], [-5.74200, 4.39580, 0.24185], [-5.99701, 0.81877, 0.43306], [2.05241, -1.57457, -0.70700], [3.36578, 0.69665, -3.12719], [3.72694, -0.36532, -1.74909], [4.29191, 2.79053, -1.98367], [3.77903, 3.15422, -0.33934], [5.55785, 0.81882, -1.18382], [6.05875, 2.31061, -0.41008], [4.20733, 0.23610, 0.84305], [4.70616, 1.74937, 1.59644], [5.97643, -0.29862, 2.33184], [6.62867, -0.44577, 0.70172], [7.74800, 1.75097, 0.93586], [7.00614, 1.97256, 2.52148], [8.23428, -0.02613, 3.36863]]}